# 1
# C5H6NS

A structure of composition C5H6NS in a non-equilibrium geometry (ωB97M-V/def2-TZVPD, the OMol25 dataset).

Output
⟨S²⟩   2.038
Frontier orbital gap (spin up / spin down)   8.68 / 8.87 eV
2S+1   3
ΔE to the lowest compared entry with this formula, charge and spin   0.0 kcal/mol
E   -17595.03864 eV
Net charge   +1
Highest occupied orbital energy (spin up / spin down)   -0.4962 / -0.5940 hartree
Strongest force on any atom   3.59 eV/A

Geometry (Å):
C 0.82 -1.24 -0.31
C -1.56 -0.26 1.44
C 0.26 0.08 -0.23
C -0.31 0.40 1.14
C 0.52 1.07 -1.34
N -0.49 -0.78 1.94
S 0.35 -2.46 0.73
H 1.26 -1.54 -1.21
H -2.51 -0.41 1.06
H -0.07 1.17 1.81
H -0.46 1.23 -1.89
H 1.20 0.72 -2.20
H 0.98 2.03 -0.96

List of Löwdin charges in e, atom by atom:
1 C -0.390
2 C 0.065
3 C -0.186
4 C -0.222
5 C -0.029
6 N -0.007
7 S 1.087
8 H 0.061
9 H 0.129
10 H 0.137
11 H 0.122
12 H 0.118
13 H 0.117

---

# 2
# C5H6NaO4

A structure of composition C5H6NaO4 in a non-equilibrium geometry (ωB97M-V/def2-TZVPD, the OMol25 dataset).

Output
Frontier orbital gap   7.83 eV
E   -17879.91829 eV
Net charge   +1
Highest occupied orbital energy   -0.4806 hartree
Strongest force on any atom   2.37 eV/A

Geometry (Å):
O 3.58 1.07 0.65
C 3.87 -0.03 0.23
C 2.87 -0.81 -0.61
O 1.84 -0.25 -0.96
Na 1.46 1.99 0.11
H 4.79 -0.57 0.56
H 3.05 -1.88 -0.81
C -3.15 -1.15 1.08
C -2.78 -0.01 0.54
O -1.42 0.31 0.50
C -0.84 0.86 -0.53
O -1.68 1.08 -1.51
H -2.42 -1.93 1.32
H -3.45 0.75 0.12
H -4.21 -1.37 1.19
H -1.52 1.94 -1.90

List of Löwdin charges in e, atom by atom:
1 O 0.056
2 C -0.127
3 C -0.111
4 O 0.036
5 Na 0.672
6 H 0.144
7 H 0.142
8 C 0.080
9 C -0.172
10 O -0.028
11 C -0.193
12 O 0.081
13 H 0.083
14 H 0.127
15 H 0.079
16 H 0.130

---

# 3
# C5H6O

The molecule C5H6O (ωB97M-V/def2-TZVPD, the OMol25 dataset).

Output
Frontier orbital gap   10.51 eV
ΔE to the lowest compared entry with this formula, charge and spin   64.6 kcal/mol
E   -7326.48232 eV
Highest occupied orbital energy   -0.3494 hartree
Strongest force on any atom   0.51 eV/A
SMILES string   C#CC1(O)CC1

Geometry (Å):
C 2.54 0.33 0.09
C 1.38 0.01 0.13
C -0.04 0.10 -0.13
O -0.27 1.22 -0.95
C -0.97 -1.03 -0.43
C -1.17 -0.21 0.82
H 3.54 0.68 -0.03
H 0.18 1.95 -0.51
H -1.61 -0.85 -1.29
H -0.63 -2.05 -0.31
H -1.95 0.55 0.80
H -1.00 -0.69 1.78

List of Löwdin charges in e, atom by atom:
1 C 0.127
2 C -0.038
3 C -0.550
4 O 0.009
5 C -0.061
6 C -0.060
7 H 0.030
8 H 0.106
9 H 0.112
10 H 0.110
11 H 0.108
12 H 0.106

---

# 4
# C5H6O

The molecule C5H6O (ωB97M-V/def2-TZVPD, the OMol25 dataset).

Output
Frontier orbital gap   10.47 eV
ΔE to the lowest compared entry with this formula, charge and spin   49.7 kcal/mol
E   -7327.12899 eV
Highest occupied orbital energy   -0.3477 hartree
Strongest force on any atom   0.65 eV/A
SMILES string   CC#CCC=O

Geometry (Å):
C 2.08 -0.39 0.18
C 0.96 0.53 0.23
C -0.14 1.03 0.26
C -1.60 0.87 0.17
C -1.59 -0.48 -0.54
O -1.62 -1.54 0.03
H 2.63 -0.42 1.13
H 2.78 -0.20 -0.63
H 1.63 -1.38 0.03
H -2.12 1.64 -0.40
H -2.05 0.76 1.17
H -1.42 -0.41 -1.64

List of Löwdin charges in e, atom by atom:
1 C -0.087
2 C -0.081
3 C -0.052
4 C -0.151
5 C -0.285
6 O 0.051
7 H 0.079
8 H 0.077
9 H 0.089
10 H 0.110
11 H 0.120
12 H 0.131

---

# 5
# C5H6O

The molecule C5H6O in a non-equilibrium geometry (ωB97M-V/def2-TZVPD, the OMol25 dataset).

Output
Frontier orbital gap   10.49 eV
ΔE to the lowest compared entry with this formula, charge and spin   64.0 kcal/mol
E   -7326.50761 eV
Highest occupied orbital energy   -0.3765 hartree
Strongest force on any atom   2.28 eV/A
SMILES string   CCC#CC=O

Geometry (Å):
C -1.48 0.37 -0.36
C -1.04 -1.07 -0.06
C 0.32 -0.84 0.41
C 1.21 -0.02 0.28
C 2.43 0.72 0.37
O 2.68 1.78 -0.17
H -1.55 0.97 0.56
H -0.53 0.78 -0.84
H -2.47 0.39 -0.84
H -0.96 -1.65 -0.99
H -1.73 -1.61 0.60
H 3.13 0.19 1.03

List of Löwdin charges in e, atom by atom:
1 C -0.109
2 C -0.245
3 C -0.017
4 C 0.009
5 C -0.290
6 O 0.056
7 H 0.079
8 H 0.093
9 H 0.078
10 H 0.119
11 H 0.106
12 H 0.120

---

# 6
# C5H6O

The molecule C5H6O in a non-equilibrium geometry (ωB97M-V/def2-TZVPD, the OMol25 dataset).

Output
Frontier orbital gap   10.19 eV
ΔE to the lowest compared entry with this formula, charge and spin   57.1 kcal/mol
E   -7326.80857 eV
Highest occupied orbital energy   -0.3431 hartree
Strongest force on any atom   2.04 eV/A
SMILES string   C#CC(=C)CO

Geometry (Å):
C 1.85 1.11 -1.28
C 1.09 0.58 -0.52
C 0.16 -0.08 0.33
C 0.56 -0.88 1.33
C -1.28 0.27 0.13
O -1.56 -0.15 -1.25
H 2.52 1.50 -1.99
H -0.15 -1.30 2.03
H 1.60 -1.04 1.54
H -1.92 -0.26 0.84
H -1.43 1.36 0.14
H -1.44 -1.11 -1.31

List of Löwdin charges in e, atom by atom:
1 C 0.148
2 C -0.108
3 C -0.345
4 C 0.084
5 C -0.182
6 O -0.084
7 H 0.020
8 H 0.064
9 H 0.069
10 H 0.117
11 H 0.130
12 H 0.087

---

# 7
# C5H6O

The molecule C5H6O in a non-equilibrium geometry (ωB97M-V/def2-TZVPD, the OMol25 dataset).

Output
Frontier orbital gap   10.49 eV
ΔE to the lowest compared entry with this formula, charge and spin   39.6 kcal/mol
E   -7327.56522 eV
Highest occupied orbital energy   -0.3431 hartree
Strongest force on any atom   2.87 eV/A
SMILES string   C1=C[C@@H]2O[C@@H]2C1

Geometry (Å):
C -0.66 -0.81 -0.73
C 0.69 -0.80 -0.83
C 1.28 0.17 0.06
O 0.92 -0.10 1.41
C 0.13 0.80 0.72
C -1.17 0.28 0.25
H -1.33 -1.55 -1.25
H 1.23 -1.49 -1.46
H 2.21 0.75 -0.06
H 0.25 1.82 1.12
H -1.83 -0.20 0.98
H -1.74 1.14 -0.19

List of Löwdin charges in e, atom by atom:
1 C -0.045
2 C -0.050
3 C -0.243
4 O 0.010
5 C -0.326
6 C -0.113
7 H 0.111
8 H 0.102
9 H 0.154
10 H 0.155
11 H 0.120
12 H 0.126

---

# 8
# C5H6O

The molecule C5H6O (ωB97M-V/def2-TZVPD, the OMol25 dataset).

Output
Frontier orbital gap   11.21 eV
ΔE to the lowest compared entry with this formula, charge and spin   63.9 kcal/mol
E   -7326.51416 eV
Highest occupied orbital energy   -0.3731 hartree
Strongest force on any atom   0.51 eV/A
SMILES string   C#CC[C@H]1CO1

Geometry (Å):
C -0.97 -1.97 1.29
C -1.04 -1.14 0.43
C -0.95 -0.01 -0.52
C 0.14 0.90 0.01
C 1.52 0.72 -0.41
O 0.74 1.81 -0.88
H -0.90 -2.71 2.06
H -1.90 0.52 -0.59
H -0.68 -0.36 -1.52
H -0.05 1.29 1.02
H 1.76 -0.04 -1.15
H 2.34 0.98 0.27

List of Löwdin charges in e, atom by atom:
1 C 0.114
2 C -0.141
3 C -0.156
4 C -0.331
5 C -0.108
6 O -0.033
7 H 0.026
8 H 0.124
9 H 0.127
10 H 0.149
11 H 0.118
12 H 0.113